Entry 1:
This record from OMol25 describes a single C32H46O12 molecule. The level of theory is ωB97M-V/def2-TZVPD.

* energy relative to the best compared isomer or geometry (same formula, charge and spin): 0.0 kcal/mol
* SMILES: C/C=C(\C)C(=O)O[C@H]1C(C)=C2[C@H]3OC(=O)[C@@](C)(O)[C@]3(O)[C@H](OC(=O)CCC)C[C@](C)(OC(C)=O)[C@H]2[C@@H]1OC(=O)CCCCC
* orbital gap: 9.9 eV
* charge: 0
* LUMO energy: 0.58 eV

```
90
Properties=species:S:1:pos:R:3:lowdin_charge:R:1
C -4.192 -4.828 -2.378 -0.070
C -3.638 -3.765 -1.500 -0.077
C -4.352 -2.851 -0.836 -0.186
C -3.680 -1.837 0.005 -0.418
O -4.256 -0.986 0.641 0.111
O -2.336 -1.958 0.002 0.027
C -1.607 -1.004 0.764 -0.165
C -0.305 -1.575 1.265 -0.124
C 0.730 -0.926 0.738 -0.039
C 2.168 -0.933 1.130 -0.118
H 2.387 0.070 1.525 0.159
C 3.153 -1.204 -0.027 -0.304
O 2.770 -2.375 -0.702 0.060
H 3.588 -2.824 -0.974 0.124
C 3.238 -0.023 -1.010 -0.175
C 2.177 -0.087 -2.116 0.000
H 2.306 0.829 -2.696 0.128
H 2.434 -0.922 -2.767 0.134
C 0.679 -0.218 -1.742 -0.354
C 0.169 -1.610 -2.112 0.031
H -0.876 -1.722 -1.843 0.080
H 0.755 -2.359 -1.591 0.087
H 0.267 -1.750 -3.186 0.102
C 0.324 0.122 -0.271 -0.085
H 0.773 1.090 -0.033 0.135
C -1.202 0.224 -0.076 -0.143
H -1.750 0.251 -1.024 0.162
O -1.518 1.406 0.650 0.066
C -2.297 2.321 0.058 -0.470
O -2.709 2.226 -1.069 0.115
C -2.606 3.458 0.996 -0.084
H -1.948 3.398 1.862 0.120
H -2.436 4.394 0.463 0.128
C -4.078 3.370 1.425 -0.186
C -4.341 2.144 2.296 -0.215
C -5.802 2.027 2.732 -0.258
C -6.713 1.599 1.588 -0.103
H -7.723 1.419 1.951 0.068
H -6.761 2.363 0.816 0.066
H -6.333 0.683 1.142 0.058
H -5.868 1.282 3.527 0.104
H -6.142 2.982 3.143 0.103
H -3.704 2.201 3.182 0.118
H -4.076 1.239 1.747 0.089
H -4.339 4.275 1.978 0.117
H -4.695 3.329 0.527 0.112
O -0.059 0.670 -2.617 0.037
C 0.037 1.997 -2.524 -0.515
O 0.725 2.590 -1.729 0.115
C -0.847 2.657 -3.544 0.039
H -1.840 2.743 -3.103 0.075
H -0.472 3.649 -3.772 0.091
H -0.914 2.046 -4.438 0.089
H 4.213 -0.059 -1.519 0.168
O 3.160 1.209 -0.296 0.007
C 3.675 2.287 -0.919 -0.477
O 4.280 2.212 -1.956 0.126
C 3.402 3.577 -0.195 -0.087
H 2.395 3.874 -0.501 0.115
H 4.105 4.310 -0.594 0.126
C 3.480 3.518 1.335 -0.228
C 2.148 3.159 1.982 -0.089
H 1.790 2.198 1.627 0.047
H 2.251 3.112 3.064 0.075
H 1.398 3.908 1.739 0.078
H 3.791 4.498 1.700 0.108
H 4.247 2.801 1.636 0.099
C 4.433 -1.535 0.777 -0.383
O 5.248 -2.428 0.052 0.039
H 5.660 -3.031 0.687 0.121
C 5.242 -0.334 1.271 0.046
H 6.028 -0.690 1.935 0.104
H 5.704 0.170 0.425 0.102
H 4.615 0.369 1.810 0.089
C 3.798 -2.255 1.982 -0.407
O 4.366 -3.062 2.661 0.160
O 2.536 -1.873 2.141 0.116
C -0.353 -2.684 2.255 0.004
H -0.927 -3.509 1.835 0.091
H -0.862 -2.351 3.160 0.095
H 0.641 -3.028 2.511 0.075
H -2.241 -0.678 1.602 0.165
C -5.850 -2.754 -0.870 -0.035
H -6.170 -1.940 -0.226 0.069
H -6.201 -2.556 -1.881 0.089
H -6.306 -3.678 -0.520 0.087
H -2.560 -3.754 -1.410 0.111
H -5.276 -4.799 -2.423 0.067
H -3.877 -5.806 -2.015 0.083
H -3.791 -4.715 -3.385 0.084
```



Entry 2:
This record from OMol25 describes a molecular structure, C32H47F6N4O22RbS6 at a distorted geometry. The level of theory is ωB97M-V/def2-TZVPD.

* multiplicity: 2
* orbital gap (alpha / beta): 3.2 / 6.5 eV
* charge: -1
* LUMO energy (alpha / beta): 1.06 / 1.01 eV

```
118
Properties=species:S:1:pos:R:3:lowdin_charge:R:1
Rb -13.025 4.415 1.878 0.870
C -9.388 4.664 2.479 -0.659
F -9.735 3.918 1.452 0.126
F -8.085 4.803 2.426 0.165
F -9.945 5.875 2.439 0.136
S -9.741 3.598 4.144 0.594
O -9.112 2.319 3.854 -0.303
O -9.018 4.302 5.172 -0.288
N -11.373 3.601 4.117 -0.390
S -11.626 2.573 5.307 0.566
O -11.353 1.153 5.075 -0.295
O -11.212 3.130 6.584 -0.304
C -13.564 2.655 5.200 -0.626
F -13.927 3.943 5.257 0.101
F -13.926 2.067 4.066 0.108
F -14.139 1.920 6.183 0.118
C -8.011 1.255 8.550 -0.081
C -8.698 0.763 7.472 -0.050
C -8.116 -0.079 6.532 0.002
C -6.785 -0.417 6.680 -0.152
C -6.095 -0.103 7.846 0.014
C -6.680 0.896 8.758 -0.042
N -6.080 -1.170 5.580 -0.318
O -4.860 -1.358 5.615 0.056
O -6.826 -1.844 4.866 0.048
H -8.309 1.990 9.284 0.108
H -9.707 1.095 7.277 0.084
H -8.592 -0.421 5.624 0.120
H -5.066 -0.344 8.071 0.101
H -6.165 1.333 9.601 0.093
C -13.188 7.464 -0.665 -0.166
C -12.231 6.879 -1.484 -0.123
C -10.842 6.943 -1.153 -0.029
C -10.464 7.706 -0.016 -0.135
C -11.527 8.236 0.745 -0.081
C -12.838 8.040 0.557 -0.149
N -9.064 7.727 0.552 -0.433
O -8.690 8.647 1.335 -0.104
O -8.245 6.915 0.038 -0.107
H -14.190 7.525 -1.062 0.080
H -12.604 6.425 -2.390 0.084
H -10.135 6.351 -1.715 0.090
H -11.287 8.898 1.563 0.098
H -13.548 8.422 1.276 0.097
C -6.141 1.181 1.307 -0.115
C -6.139 1.591 2.616 -0.040
C -5.406 2.803 2.882 0.048
C -4.671 3.495 1.856 -0.135
C -4.747 2.925 0.518 0.027
C -5.549 1.810 0.264 -0.085
N -4.099 4.750 2.099 -0.402
O -3.372 5.196 1.269 0.093
O -4.216 5.232 3.196 0.086
H -6.827 0.378 1.080 0.109
H -6.714 1.043 3.347 0.092
H -5.318 3.314 3.829 0.108
H -4.264 3.542 -0.226 0.106
H -5.452 1.390 -0.726 0.105
O -13.774 8.122 5.471 -0.294
S -12.684 7.590 4.706 0.719
O -12.870 6.699 3.526 -0.437
O -11.732 8.884 4.220 -0.228
C -11.684 10.017 4.982 -0.342
C -10.283 10.271 5.445 -0.065
C -11.464 6.742 5.891 -0.043
H -12.356 10.146 5.830 0.120
H -11.883 10.863 4.323 0.127
H -9.797 9.303 5.566 0.080
H -10.098 10.883 6.328 0.078
H -9.721 10.825 4.692 0.084
H -11.484 7.524 6.650 0.062
H -10.560 6.592 5.300 0.065
H -11.834 5.794 6.280 0.040
O -15.511 4.719 10.271 -0.321
S -15.637 5.137 8.854 0.705
O -16.364 4.300 7.912 -0.277
O -16.337 6.689 8.857 -0.294
C -15.951 7.623 9.900 -0.274
C -16.666 7.390 11.197 -0.077
C -13.958 5.571 8.296 -0.077
H -16.126 8.632 9.525 0.118
H -14.887 7.527 10.117 0.104
H -16.229 6.453 11.543 0.061
H -17.749 7.274 11.168 0.084
H -16.525 8.278 11.813 0.085
H -14.190 5.807 7.258 0.051
H -13.362 4.665 8.403 0.084
H -13.681 6.413 8.930 0.065
O -12.516 0.940 8.291 -0.335
S -13.316 -0.126 8.961 0.680
O -13.159 -0.344 10.355 -0.288
O -14.905 0.437 8.809 -0.306
C -15.431 1.531 9.746 -0.206
C -15.988 1.062 11.084 -0.081
C -13.417 -1.596 7.822 -0.075
H -16.259 2.072 9.289 0.097
H -14.620 2.231 9.946 0.098
H -15.989 1.927 11.746 0.077
H -15.330 0.292 11.487 0.063
H -17.008 0.681 11.133 0.071
H -12.450 -2.098 7.808 0.072
H -13.796 -1.209 6.876 0.071
H -14.085 -2.226 8.409 0.059
O -16.935 10.594 6.055 -0.323
S -18.161 9.742 5.868 0.736
O -19.429 10.413 5.534 -0.316
O -17.866 8.465 4.789 -0.260
C -16.630 7.831 4.964 -0.336
C -17.031 6.390 4.754 -0.052
C -18.449 8.751 7.374 -0.099
H -16.176 7.859 5.954 0.092
H -15.961 8.113 4.151 0.119
H -17.652 6.137 5.613 0.081
H -16.219 5.682 4.587 0.075
H -17.668 6.319 3.872 0.084
H -17.581 8.092 7.382 0.026
H -19.458 8.342 7.332 0.082
H -18.278 9.470 8.175 0.069
```



Entry 3:
This record from OMol25 describes a molecular structure, C32H47MoN3O8P3 at a distorted geometry. The level of theory is ωB97M-V/def2-TZVPD.

* energy relative to the best compared isomer or geometry (same formula, charge and spin): 13.1 kcal/mol
* multiplicity: 3
* orbital gap (alpha / beta): 5.1 / 8.0 eV
* charge: -1
* LUMO energy (alpha / beta): 2.45 / 2.44 eV

```
94
Properties=species:S:1:pos:R:3:lowdin_charge:R:1
Mo -0.038 -0.376 -0.187 1.480
O -2.426 -3.275 2.665 -0.124
P -2.302 -2.096 1.570 0.218
O -3.591 -2.020 0.826 -0.303
O -1.000 -2.289 0.816 -0.380
O -2.167 -0.795 2.550 -0.270
P -2.416 0.645 1.812 0.220
O -4.014 0.660 1.672 -0.139
O -1.955 1.809 2.575 -0.260
O -1.893 0.386 0.390 -0.523
H -1.672 -3.253 3.269 0.060
H -4.263 -0.197 1.254 0.048
C 3.246 3.437 -3.920 -0.097
C 2.216 4.316 -3.602 -0.084
C 1.161 3.897 -2.804 -0.088
C 1.117 2.588 -2.327 -0.351
C 2.154 1.727 -2.637 -0.097
C 3.216 2.144 -3.437 -0.078
P -0.084 2.026 -1.050 1.069
C -1.657 2.752 -1.635 -0.359
C -2.709 3.006 -0.764 -0.098
C -3.961 3.359 -1.251 -0.060
C -4.181 3.460 -2.614 -0.091
C -3.142 3.198 -3.495 -0.090
C -1.895 2.832 -3.005 -0.122
C 0.498 3.156 0.287 -0.312
C -0.067 4.389 0.586 -0.078
C 0.572 5.267 1.453 -0.084
C 1.799 4.936 2.001 -0.093
C 2.383 3.717 1.687 -0.082
C 1.734 2.832 0.840 -0.102
H 4.069 3.767 -4.543 0.097
H 2.245 5.337 -3.962 0.098
H 0.369 4.591 -2.545 0.110
H 2.113 0.720 -2.236 0.054
H 4.020 1.456 -3.672 0.097
H -2.562 2.908 0.306 0.087
H -4.770 3.541 -0.554 0.110
H -5.161 3.729 -2.990 0.098
H -3.303 3.263 -4.564 0.099
H -1.095 2.611 -3.702 0.099
H -1.015 4.673 0.155 0.094
H 0.109 6.217 1.692 0.098
H 2.298 5.622 2.674 0.096
H 3.349 3.456 2.102 0.100
H 2.173 1.870 0.611 0.085
C 3.588 -2.004 -0.331 -0.065
C 2.430 -2.082 -1.328 -0.711
C 1.941 -3.537 -1.402 -0.064
C 3.009 -1.695 -2.708 -0.071
N 1.352 -1.235 -0.891 -0.228
H 4.465 -2.526 -0.731 0.081
H 3.320 -2.458 0.622 0.061
H 3.852 -0.959 -0.156 0.068
H 2.780 -4.225 -1.557 0.077
H 1.239 -3.664 -2.233 0.063
H 1.426 -3.794 -0.474 0.080
H 3.603 -2.519 -3.116 0.077
H 3.666 -0.825 -2.617 0.061
H 2.219 -1.453 -3.420 0.058
C -0.712 -0.908 -3.337 -0.158
C -1.542 -1.341 -4.570 -0.156
N -2.757 -2.043 -4.154 -0.161
C -2.365 -3.159 -3.284 -0.145
C -1.685 -2.646 -1.988 -0.147
N -1.450 -1.180 -2.084 -0.200
C -2.790 -0.537 -2.169 -0.137
C -3.584 -1.122 -3.365 -0.141
H -0.480 0.159 -3.370 0.090
H 0.229 -1.447 -3.276 0.079
H -0.962 -2.010 -5.209 0.110
H -1.836 -0.477 -5.172 0.111
H -1.696 -3.810 -3.854 0.110
H -3.260 -3.733 -3.041 0.113
H -0.730 -3.130 -1.808 0.084
H -2.311 -2.817 -1.121 0.085
H -2.650 0.530 -2.282 0.083
H -3.296 -0.716 -1.226 0.094
H -3.934 -0.324 -4.025 0.108
H -4.459 -1.672 -3.016 0.116
C 0.665 0.227 3.988 -0.040
C 1.310 -0.346 2.726 -0.681
C 2.749 0.178 2.642 -0.043
C 1.355 -1.870 2.829 -0.036
O 0.593 0.105 1.601 -0.390
H 1.371 0.177 4.823 0.078
H -0.242 -0.320 4.253 0.074
H 0.380 1.266 3.806 0.080
H 3.369 -0.277 3.421 0.082
H 2.761 1.263 2.775 0.057
H 3.176 -0.065 1.666 0.056
H 1.854 -2.166 3.758 0.086
H 1.890 -2.296 1.980 0.054
H 0.349 -2.281 2.809 0.046
```



| no. | calculated total energy (Ha) |
| --- | --- |
| 1 | -2149.945800 |
| 2 | -6133.800801 |
| 3 | -3106.434882 |